(1)
ORCA calculation (the ωB97M-V functional and the def2-TZVPD basis) on a structure of composition C30H35IrN5O3PS3.

The geometry in XYZ format:
```
78
Properties=species:S:1:pos:R:3
Ir -0.05 -0.35 1.43
S -0.17 0.72 3.55
S -1.61 -1.89 2.42
S 0.28 -2.07 -0.36
P -1.29 -0.86 4.14
O 2.52 1.59 -2.50
O -0.59 -1.76 5.24
O -2.59 -0.41 4.89
N 0.93 1.39 0.65
N 1.45 -0.28 -1.94
N 2.46 -0.60 1.71
N -0.21 -1.62 -2.90
N -1.73 0.96 0.51
C 1.02 -2.78 -6.31
C -3.58 2.95 0.06
C 3.14 -1.67 2.12
C 2.27 1.55 0.66
C 0.68 -2.39 4.97
C -1.89 2.69 -4.50
C 5.18 -0.77 1.32
C 2.86 2.75 0.29
C 0.69 3.64 -0.12
C 1.49 0.96 -2.59
C 0.17 -1.53 -4.31
C -3.63 -1.38 5.20
C -0.99 1.33 -2.74
C -3.03 0.67 0.46
C -4.87 -1.04 4.41
C -2.08 1.93 -3.36
C 4.51 -1.79 1.96
C 0.29 1.50 -3.26
C -1.32 2.22 0.31
C 1.06 -3.21 6.18
C 0.67 -2.87 -4.83
C 3.11 0.40 1.10
C 2.06 3.80 -0.11
C -0.61 2.86 -5.03
C -2.23 3.25 0.10
C 0.50 -1.27 -1.84
C 0.15 2.43 0.29
C 0.48 2.28 -4.40
C -3.99 1.64 0.22
C 4.48 0.34 0.87
H 0.06 4.45 -0.44
H 1.41 -1.61 4.76
H -3.28 -0.36 0.63
H 1.48 2.43 -4.78
H -5.67 -1.74 4.65
H 2.55 -2.46 2.57
H -4.31 3.74 -0.09
H 2.50 4.74 -0.42
H -3.27 -2.39 4.98
H -5.03 1.36 0.18
H -3.07 1.81 -2.94
H -3.79 -1.31 6.27
H 0.15 -2.48 -6.90
H -0.09 -3.63 -4.66
H 4.99 1.12 0.33
H 0.94 -0.77 -4.42
H 3.93 2.86 0.32
H -0.46 3.46 -5.92
H 2.00 -3.73 5.99
H -1.14 0.73 -1.85
H -1.91 4.27 -0.01
H 5.02 -2.67 2.32
H 1.36 -3.73 -6.69
H 2.17 -0.34 -1.23
H -0.89 -2.34 -2.68
H -5.21 -0.03 4.65
H 1.19 -2.57 7.05
H 0.29 -3.95 6.40
H -4.67 -1.10 3.34
H 1.80 -2.04 -6.49
H 1.55 -3.17 -4.25
H -2.73 3.15 -4.99
H 6.25 -0.83 1.15
H 0.57 -3.02 4.08
H -0.70 -1.18 -4.87
```

Summary:
HOMO-LUMO gap (spin up / spin down) (eV): 6.050 / 6.902
Maximum force (Eh/bohr): 0.0123
HOMO energy (spin up / spin down) (eV): -9.0 / -9.8
Spin multiplicity: 2
Total charge: +1
Energy relative to the best compared isomer or geometry (same formula, charge and spin) (eV): 0.000

(2)
ORCA calculation (the ωB97M-V functional and the def2-TZVPD basis) on a cluster of 5 separate species, C30H35NO18 in total.

The geometry in XYZ format:
```
84
Properties=species:S:1:pos:R:3
O 2.15 -3.76 2.95
O -1.08 -9.01 -1.95
O 0.54 5.02 1.39
O -2.64 -0.18 -4.66
O -0.20 -11.02 -2.54
O -0.44 -4.02 -1.43
O 5.30 3.16 -0.88
O -0.39 3.25 0.89
O -3.97 1.02 3.31
O -3.27 5.48 -2.11
O -3.39 4.39 -4.07
O -3.39 -0.67 1.87
O 0.91 -9.65 -1.12
O 7.21 4.27 -1.39
O -3.30 3.21 -2.13
O 1.77 -1.89 1.73
O 1.87 -1.79 3.99
O 5.78 5.09 0.17
N -0.53 4.60 1.02
C -0.13 -9.99 -1.93
C -1.23 -6.72 -1.17
C -0.48 -1.29 -0.11
C -1.28 1.28 -0.44
C 0.72 -8.27 -0.79
C 1.78 -2.81 4.98
C -1.56 1.04 2.89
C -0.76 -8.13 -0.88
C -0.82 -1.54 -1.60
C -1.00 -2.08 -4.63
C -1.62 1.01 -1.93
C -1.40 -0.43 -2.50
C 1.91 -2.43 2.79
C 4.38 3.30 0.20
C 2.50 -3.94 4.32
C 6.20 4.18 -0.76
C -1.77 -0.81 -4.00
C -0.73 0.15 0.48
C -3.00 6.43 -3.14
C -3.58 7.78 -2.81
C -3.03 0.46 2.67
C -0.56 -3.02 -2.18
C -1.56 2.76 0.12
C -3.32 4.26 -2.72
C 2.40 -2.36 6.29
C -0.46 -3.10 -3.79
C 4.05 5.18 1.87
C -0.41 0.33 2.03
C 4.42 4.78 0.45
C -3.63 5.77 -4.33
H 1.98 -1.40 6.60
H -3.26 8.10 -1.81
H 2.16 -4.92 4.68
H 0.52 1.03 2.08
H -1.30 0.84 4.00
H -0.68 -6.29 -2.01
H 1.11 -8.06 0.21
H 3.48 -2.22 6.19
H 2.97 5.05 2.04
H -2.51 2.78 0.77
H 4.59 4.58 2.60
H 2.22 -3.10 7.08
H -1.10 -6.08 -0.30
H -1.26 -8.51 0.02
H -1.63 3.43 -0.80
H 4.31 6.22 2.05
H 1.27 -7.67 -1.52
H -3.45 -0.31 0.94
H 3.39 2.95 -0.09
H -0.08 -0.65 2.50
H -3.16 6.07 -5.27
H -2.29 -6.72 -1.46
H 0.71 -3.03 5.13
H -0.05 -2.11 0.57
H -1.61 2.18 2.79
H -2.05 1.82 -2.63
H 0.10 -3.98 -4.23
H -0.89 -2.13 -5.77
H -1.91 6.50 -3.25
H -4.71 5.92 -4.40
H -4.67 7.75 -2.79
H 4.74 2.70 1.05
H 3.59 -3.88 4.41
H -3.27 8.53 -3.54
H 3.80 5.33 -0.26
```

Summary:
HOMO-LUMO gap (eV): 7.682
Maximum force (Eh/bohr): 0.0966
SMILES: O=NOCc1cc2c(cc1CCC(=O)O)C(=O)C=CC2=O.C[C@@H]1COC(=O)O1.C[C@@H]1COC(=O)O1.C[C@@H]1COC(=O)O1.C[C@@H]1COC(=O)O1
HOMO energy (eV): -9.1
Spin multiplicity: 1

(3)
ORCA calculation (the ωB97M-V functional and the def2-TZVPD basis) on a structure of composition C30H36AsBiN3O4SSi.

The geometry in XYZ format:
```
77
Properties=species:S:1:pos:R:3
Bi 0.35 -0.31 1.51
As -0.83 1.90 -0.87
S -1.76 -0.19 3.71
Si -0.95 -3.12 -0.48
O -3.14 0.05 3.59
O -1.27 -1.17 2.63
O -0.97 0.43 -0.10
O -0.84 0.93 3.70
N 0.29 -2.30 0.38
N 2.00 -2.18 1.92
N 2.43 0.27 -0.20
C -2.63 2.41 -1.15
C 1.96 1.82 -4.04
C 0.58 4.29 2.21
C 0.80 4.21 -0.49
C 1.08 1.58 -5.10
C 3.14 -0.58 -0.57
C 1.46 5.18 0.15
C -0.80 1.35 -3.61
C -5.00 1.99 -0.98
C -1.50 -1.14 5.17
C -1.52 -4.76 0.31
C 4.04 -1.57 -1.14
C -5.25 3.34 -1.32
C 1.91 -4.12 0.59
C 3.06 -2.57 2.65
C 0.12 3.21 0.17
C 2.96 -4.59 1.40
C 3.64 -1.55 3.60
C -0.28 1.30 -4.85
C -0.24 -3.66 -2.16
C -3.67 1.61 -0.73
C 1.38 -2.87 0.94
C -2.89 3.67 -1.67
C 3.63 -3.80 2.34
C 0.05 1.67 -2.55
C 1.39 5.24 1.58
C -2.39 -1.97 -0.76
C -0.05 3.23 1.51
C -4.14 4.15 -1.70
C 1.46 1.79 -2.72
H 3.06 1.89 -4.32
H -0.91 1.06 -5.71
H -5.73 1.29 -0.75
H 2.05 5.92 -0.43
H -0.45 -1.48 5.21
H 3.32 -5.61 1.23
H -1.85 1.25 -3.52
H -2.20 -2.04 5.07
H -2.04 4.34 -1.83
H 1.49 1.47 -6.10
H -2.29 -1.15 -1.59
H 0.57 -4.34 -1.90
H -1.76 -0.48 5.97
H -6.25 3.84 -1.23
H 0.27 -2.81 -2.58
H 4.05 -2.55 -0.64
H 5.12 -1.15 -0.97
H 4.70 -1.63 3.52
H -1.73 -4.67 1.38
H -4.36 5.14 -2.07
H 3.34 -1.77 4.67
H -2.42 -5.18 -0.17
H 3.22 -0.57 3.33
H -0.67 2.52 2.08
H -0.96 -4.04 -2.94
H -2.59 -1.31 0.10
H 3.98 -1.49 -2.18
H 1.92 6.04 2.16
H -0.80 -5.50 0.16
H 0.83 4.17 -1.61
H -3.33 -2.52 -1.04
H -3.44 0.72 -0.23
H 4.43 -4.24 2.90
H 2.06 2.04 -1.87
H 0.32 4.37 3.23
H 1.50 -4.71 -0.18
```

Summary:
HOMO-LUMO gap (eV): 8.386
Maximum force (Eh/bohr): 0.0719
HOMO energy (eV): -10.7
Spin multiplicity: 1
Total charge: +1
Energy relative to the best compared isomer or geometry (same formula, charge and spin) (eV): 1.587

(4)
ORCA calculation (the ωB97M-V functional and the def2-TZVPD basis) on a structure of composition C30H36BrHfN5O9P2.

The geometry in XYZ format:
```
84
Properties=species:S:1:pos:R:3
Hf 0.17 -0.15 -0.09
Br -2.60 -1.13 4.07
P -1.57 -2.73 -1.24
P 1.34 -2.91 -1.79
O 0.11 -4.25 0.16
O 1.49 -3.27 -3.33
O 2.64 -3.40 1.51
O 2.67 -3.45 -1.22
O -1.27 -1.62 -0.23
O 1.53 -1.61 0.83
O 1.07 -1.43 -1.70
O -1.45 -2.10 -2.74
O -2.84 -3.46 -1.12
N -0.70 0.90 1.68
N 1.86 1.17 0.68
N -0.22 -1.96 2.98
N 1.02 1.10 -1.80
N -1.78 0.94 -0.76
C -0.38 -5.12 -2.06
C -4.98 1.58 1.00
C 1.35 0.57 3.04
C 0.01 2.24 -3.75
C 4.20 3.82 -0.49
C 0.52 -3.63 5.06
C -2.39 0.88 -2.08
C -1.89 1.49 1.53
C 0.57 0.93 -3.18
C -0.11 -3.88 -1.21
C 2.27 1.30 2.08
C 3.24 3.09 0.19
C -1.02 2.93 -2.84
C -4.88 2.57 1.98
C 2.48 1.95 -0.18
C 4.32 2.63 -2.63
C 3.17 1.86 -2.59
C 4.77 3.57 -1.73
C -0.66 -2.91 5.13
C -3.99 1.01 0.24
C -2.57 1.18 0.26
C -2.39 2.26 -2.76
C 1.74 -2.56 1.66
C 2.19 1.66 -1.60
C -0.98 -2.10 4.04
C -2.42 2.43 2.42
C -3.70 2.97 2.56
C 1.31 -3.53 3.93
C -0.05 1.15 2.96
C 0.90 -2.69 2.92
H 1.38 0.58 -3.83
H -1.70 2.85 3.12
H 2.82 -3.45 -0.20
H -1.35 -5.53 -1.78
H 0.40 -5.86 -1.88
H 2.23 -4.09 3.81
H 1.32 -2.49 -3.88
H -0.39 -4.88 -3.12
H -1.86 0.17 -2.69
H 2.28 2.34 2.40
H -1.31 -2.95 5.99
H 0.06 2.23 3.12
H 3.05 3.45 1.19
H 3.30 0.93 2.17
H -3.42 0.54 -2.05
H -2.25 -2.37 -3.22
H -2.79 2.14 -3.77
H -0.16 0.14 -3.20
H -3.06 2.92 -2.21
H -0.60 3.00 -1.83
H 4.60 4.66 0.06
H -4.33 0.31 -0.51
H -0.73 -4.54 0.53
H -5.99 1.25 0.75
H -0.68 0.76 3.77
H 3.01 1.29 -3.50
H -3.78 3.76 3.30
H 1.34 -0.49 2.83
H 5.63 4.17 -2.02
H 4.91 2.52 -3.53
H -0.44 2.04 -4.73
H -5.80 3.02 2.33
H -1.16 3.96 -3.20
H 1.72 0.71 4.05
H 0.84 2.93 -3.90
H 0.81 -4.27 5.89
```

Summary:
HOMO-LUMO gap (eV): 7.139
Maximum force (Eh/bohr): 0.0305
HOMO energy (eV): -7.0
Spin multiplicity: 1
Energy relative to the best compared isomer or geometry (same formula, charge and spin) (eV): 0.797

(5)
ORCA calculation (the ωB97M-V functional and the def2-TZVPD basis) on a structure of composition C30H36GeN5O10SW.

The geometry in XYZ format:
```
84
Properties=species:S:1:pos:R:3
W -0.18 0.02 0.08
Ge 2.46 -0.48 -2.37
S 2.38 2.14 1.72
O -4.21 0.56 1.28
O 1.39 2.83 2.55
O 1.58 -1.14 0.32
O -1.53 -5.03 5.07
O -2.35 -6.03 3.21
O -3.75 3.23 -4.34
O -2.29 -0.10 0.38
O -2.06 -3.35 -1.18
O -0.86 -1.48 -1.05
O 3.16 3.03 0.90
N -0.55 -1.71 1.54
N -1.12 1.88 -0.79
N 1.63 0.99 0.86
N -4.73 1.55 -3.20
N -0.77 1.16 1.95
C -3.81 2.52 -3.35
C -1.25 -2.70 0.96
C -2.13 1.69 -1.64
C -4.93 0.52 -5.45
C -1.81 -5.13 3.87
C 4.29 1.25 3.60
C -5.61 1.31 -4.34
C -0.67 3.11 -0.56
C 0.82 0.42 -1.80
C 2.82 0.28 -4.16
C -1.67 -3.81 1.66
C -1.25 4.21 -1.17
C -4.73 -0.71 -2.10
C 4.06 -0.10 -1.30
C 2.18 -2.41 -2.58
C 4.79 -1.12 3.63
C -3.01 0.60 1.21
C 5.00 0.19 4.13
C -1.46 -2.55 -0.52
C 3.15 -0.32 2.08
C -0.20 -1.83 2.82
C -1.35 -3.91 3.02
C 3.37 0.99 2.60
C -2.76 2.73 -2.29
C -2.30 4.02 -2.05
C -2.18 1.55 2.05
C -5.00 0.78 -1.98
C 3.90 -1.39 2.63
C 2.18 -0.26 1.07
C -0.59 -2.90 3.59
H 1.02 1.49 -1.89
H -4.59 -0.45 -5.08
H 1.97 0.13 -4.84
H 2.18 -2.91 -1.62
H 3.70 -0.19 -4.59
H -4.46 1.21 -1.14
H 0.17 3.21 0.11
H -2.22 -4.60 1.18
H -6.48 0.78 -3.96
H 5.71 0.36 4.92
H 4.91 0.01 -1.97
H 3.75 -2.40 2.27
H -0.86 5.20 -0.95
H -5.94 2.27 -4.72
H 4.43 2.26 3.96
H 3.01 1.35 -4.08
H 4.28 -0.91 -0.60
H 0.44 -1.06 3.23
H -0.33 -2.98 4.63
H 1.21 -2.59 -3.06
H -2.75 4.85 -2.58
H 0.08 0.15 -2.57
H -4.07 1.07 -5.83
H -6.06 0.93 -1.74
H 2.96 -2.84 -3.21
H -0.14 1.93 2.18
H -2.54 1.58 3.08
H -5.39 -1.18 -2.83
H -5.62 0.36 -6.27
H 5.36 -1.93 4.07
H -2.30 2.55 1.63
H -3.70 -0.92 -2.41
H -2.41 0.66 -1.81
H -0.58 0.46 2.67
H -4.88 -1.18 -1.14
H 3.96 0.83 -0.73
```

Summary:
HOMO-LUMO gap (spin up / spin down) (eV): 5.108 / 6.925
Maximum force (Eh/bohr): 0.0239
HOMO energy (spin up / spin down) (eV): -3.9 / -5.8
Spin multiplicity: 3
Total charge: -1
Energy relative to the best compared isomer or geometry (same formula, charge and spin) (eV): 0.113

(6)
ORCA calculation (the ωB97M-V functional and the def2-TZVPD basis) on a structure of composition C30H36N2O6.

The geometry in XYZ format:
```
74
Properties=species:S:1:pos:R:3
O -0.29 7.66 -0.44
O 1.38 -6.46 -4.49
O -0.26 5.01 3.18
O 1.41 -6.30 -2.19
O 1.43 6.47 -0.26
O -2.42 -4.33 -2.58
N -0.80 -4.62 -1.17
N 1.43 4.70 1.56
C 0.57 7.65 1.44
C 1.33 6.65 2.57
C -0.77 8.08 2.13
C 0.37 0.63 0.61
C -1.47 -6.46 -2.47
C -0.60 8.69 3.52
C -1.72 -8.96 -1.60
C -0.44 -3.33 -0.45
C 0.11 -0.80 0.11
C 0.24 7.84 4.53
C 0.34 2.49 1.88
C 1.43 1.40 -0.21
C -1.12 -1.36 0.06
C -2.84 -3.07 -0.01
C 2.75 3.33 -0.55
C -0.48 -9.26 -2.84
C 0.77 -6.59 -3.46
C -0.17 1.23 1.69
C 0.92 -1.62 -0.31
C -1.34 -7.34 -1.29
C 0.97 3.28 1.14
C 1.50 7.38 3.77
C -1.51 -2.66 -0.24
C 0.70 5.26 2.44
C 0.56 7.20 0.27
C -1.67 -4.97 -2.09
C -0.68 -6.83 -3.45
C 1.91 2.62 0.30
C 0.82 -2.87 -0.60
C -0.94 -8.26 -4.04
H 2.30 4.91 1.00
H 0.42 -9.02 -2.74
H -2.94 -3.90 0.42
H -0.52 -10.26 -3.02
H 1.22 8.80 1.62
H -2.67 -9.15 -1.84
H 2.51 4.49 -0.86
H -1.94 -8.55 -4.20
H -2.63 -6.81 -2.65
H -0.08 -8.49 -4.67
H -0.89 -6.19 -4.44
H 0.09 -5.29 -1.05
H 1.51 -3.51 -1.11
H -1.23 8.75 1.49
H 0.35 8.27 5.63
H 1.95 6.58 4.64
H -0.48 6.78 4.55
H 3.60 3.74 -0.03
H 0.01 9.56 3.57
H -0.50 0.49 2.44
H 2.22 -1.31 -0.37
H 2.39 6.70 2.17
H -1.69 8.87 3.99
H -0.29 3.04 3.01
H -0.23 -7.35 -0.97
H 2.02 1.05 -1.07
H -1.97 -7.23 -0.25
H -0.57 7.45 -1.41
H -1.14 6.93 2.44
H -3.43 -2.40 0.61
H 2.57 -6.25 -4.21
H -3.31 -3.00 -1.31
H 2.90 2.91 -1.43
H -1.76 -0.63 0.51
H -1.30 -9.68 -0.85
H 2.11 8.20 3.95
```

Summary:
HOMO-LUMO gap (eV): 7.803
Maximum force (Eh/bohr): 0.3684
HOMO energy (eV): -8.1
Spin multiplicity: 1
Energy relative to the best compared isomer or geometry (same formula, charge and spin) (eV): 25.608

Number 3 is which compound? C30H36AsBiN3O4SSi

What is the maximum force in the fourth record? 0.0305 Eh/bohr

Which of these has the highest spin multiplicity? C30H36GeN5O10SW

The highest spin multiplicity belongs to which entry? C30H36GeN5O10SW